36
Properties=species:S:1:pos:R:3 method="wB97M-V/def2-TZVPD" molar_mass_g_mol=279.33 orbital_gap_ev=9.08 homo_ha=-0.326 e_above_lowest_kcal_mol=0.00 smiles="N[C@@H](CSS)C(=O)O.O.O.O.O.O.O.O" charge=0
N 1.28565 0.65457 -0.33727
C 0.74617 1.68277 0.53801
C 1.13183 1.29211 1.95361
O 1.12912 2.38598 2.75849
O 1.49799 0.22427 2.39217
C -0.79726 1.79984 0.51640
S -1.40970 2.69569 -0.94983
S -1.88974 1.37551 -2.36622
H 0.67555 -0.04719 -0.54296
H 1.69613 1.01936 -1.24026
H 1.23536 2.66182 0.32500
H 1.31816 2.23556 3.74637
H -1.15627 2.46661 1.41973
H -1.26098 0.88323 0.63354
H -3.11696 0.93937 -2.10470
H -1.58755 0.11183 2.62326
H -0.52328 0.11817 3.76122
O -0.98092 0.67735 3.11271
H 0.82636 -1.35054 -2.53358
H -0.09677 -0.86770 -3.57821
O 0.81017 -0.97559 -3.38061
H -3.44483 -0.80926 1.61459
H -2.26314 -1.34457 0.88007
O -2.57105 -0.96623 1.71609
H 1.62234 1.96105 -3.54965
H 1.77742 0.50215 -3.33302
O 2.09354 1.37276 -3.08380
H 0.97427 -3.18690 -1.52458
H 1.16629 -2.19680 -0.29867
O 0.62535 -2.39052 -1.10316
H -2.25854 -3.04104 -0.74991
H -1.03302 -2.16195 -0.73378
O -2.00547 -2.15615 -0.62407
H 1.95010 -1.05024 1.22193
H 1.77753 -2.50498 1.80478
O 2.05615 -2.01037 1.01630